--- i ---
{
  "formula": "C3H3ClN2O",
  "method": "the ωB97M-V functional and the def2-TZVPD basis",
  "smiles": "Nc1nocc1Cl",
  "homo_lumo_gap_ev": 9.87,
  "e_lumo_ev": 0.8,
  "homo_energy_ev": -9.088,
  "species": ["N", "O", "C", "H", "C", "H", "N", "H", "C", "Cl"],
  "coordinates": [[-1.470, 0.162, -0.231], [-1.454, -1.260, -0.050], [-0.266, -1.764, -0.013], [1.065, 2.069, 0.184], [-0.155, 0.517, -0.056], [-0.174, -2.879, 0.229], [0.137, 1.812, -0.027], [-0.563, 2.554, 0.120], [0.594, -0.677, -0.044], [2.286, -0.534, -0.111]],
  "mulliken_charge": [-0.49, -0.12, -0.14, 0.19, 0.45, 0.36, -0.43, 0.25, 0.18, -0.23]
}

---

--- ii ---
{
  "formula": "C3H3ClN2O",
  "method": "the ωB97M-V functional and the def2-TZVPD basis",
  "smiles": "N#C/C(CCl)=N/O",
  "homo_lumo_gap_ev": 10.43,
  "e_lumo_ev": -0.3,
  "homo_energy_ev": -10.698,
  "species": ["C", "N", "H", "C", "O", "H", "C", "Cl", "N", "H"],
  "coordinates": [[1.737, -0.645, -0.126], [2.744, -1.253, -0.104], [-1.099, 0.439, 1.488], [-0.598, -0.330, 0.886], [-0.381, 2.175, 0.022], [-0.198, 2.986, -0.479], [0.622, 0.209, 0.153], [-1.781, -0.952, -0.319], [0.744, 1.402, -0.297], [-0.370, -1.095, 1.558]],
  "mulliken_charge": [0.14, -0.40, 0.30, -0.45, -0.35, 0.38, 0.62, -0.16, -0.43, 0.35]
}

---

Least stable structure: ii